Entry 1:
Computed, not measured: an isolated molecule of C21H23N3, with ωB97M-V with the def2-TZVPD basis set.

The value obtained for the max |F| is 3.874 eV Å⁻¹. The value obtained for the energy above the lowest of the compared OMol25 structures with the same formula, charge and spin is 175.5 kJ/mol. The SMILES is CC(C)(C)/N=C/N1c2ccccc2C[C@@H]1c1c[nH]c2ccccc12. As for the net charge: 0. For the calculated total energy, the calculation gives -978.221730 hartree. The value obtained for the HOMO energy is -7.510 eV. The multiplicity is 1.

CARTESIAN COORDINATES (ANGSTROEM)
N 1.436 -1.532 -0.691
C -1.198 1.938 2.017
C -1.305 1.514 0.696
C 0.609 -0.560 -0.826
C -4.293 -0.635 -0.209
C -4.937 -0.618 1.104
C 4.148 1.621 1.186
C 3.875 2.984 1.334
C -3.184 0.049 -0.514
C -4.417 0.127 2.148
C 3.221 0.822 0.538
C 2.726 3.599 0.771
C -2.550 0.689 0.649
C -3.159 0.704 1.928
C 2.023 1.339 0.043
C 1.788 2.757 0.239
N -2.365 1.523 2.731
N 0.835 0.693 -0.318
C 1.320 -2.397 -2.813
C -0.283 -3.205 -0.966
C 1.930 -3.946 -1.120
C 0.470 3.154 -0.306
C -0.276 1.746 -0.443
C 1.038 -2.768 -1.363
H -0.343 2.556 2.409
H -0.326 -0.622 -1.385
H -4.690 -1.237 -1.006
H -5.978 -1.000 1.108
H 5.109 1.349 1.710
H 4.570 3.688 1.846
H -2.701 -0.178 -1.497
H -4.822 0.163 3.134
H 3.381 -0.212 0.713
H 2.495 4.641 1.008
H -2.499 1.694 3.766
H 2.347 -1.965 -2.838
H 0.701 -1.528 -3.236
H 1.192 -3.255 -3.475
H -1.103 -2.426 -0.916
H -0.301 -3.731 -0.035
H -0.593 -4.034 -1.632
H 2.963 -3.796 -1.343
H 1.853 -4.105 -0.024
H 1.477 -4.787 -1.663
H 0.685 3.632 -1.290
H -0.064 3.864 0.281
H -0.804 1.691 -1.453

Entry 2:
Computed, not measured: an isolated molecule of C21H23N3O2, with ωB97M-V with the def2-TZVPD basis set.

The value obtained for the max |F| is 0.617 eV Å⁻¹. The value obtained for the energy above the lowest of the compared OMol25 structures with the same formula, charge and spin is 146.7 kJ/mol. The SMILES is COc1ccc(N2CCN(c3cc(C)c4ccc(O)cc4n3)CC2)cc1. As for the net charge: 0. For the calculated total energy, the calculation gives -1128.780999 hartree. The value obtained for the HOMO energy is -7.224 eV. The multiplicity is 1.

CARTESIAN COORDINATES (ANGSTROEM)
C -8.460 -0.368 -0.264
O -7.495 -1.077 0.470
C -6.176 -0.748 0.291
C -5.703 0.238 -0.563
C -4.344 0.480 -0.671
C -3.412 -0.241 0.075
C -3.905 -1.226 0.942
C -5.255 -1.477 1.040
H -5.625 -2.238 1.709
H -3.225 -1.792 1.559
N -2.056 0.012 0.009
C -1.547 1.157 -0.705
H -1.546 1.004 -1.796
C -0.129 1.483 -0.241
N 0.751 0.362 -0.482
C 2.086 0.408 -0.225
N 2.756 -0.721 -0.356
C 4.084 -0.728 -0.143
C 4.764 -1.950 -0.284
C 6.121 -2.020 -0.080
C 6.841 -0.864 0.271
C 6.198 0.335 0.415
C 4.812 0.441 0.216
C 4.075 1.651 0.357
C 2.727 1.625 0.141
H 2.151 2.530 0.253
C 4.762 2.926 0.740
H 4.047 3.742 0.800
H 5.522 3.183 0.003
H 5.250 2.819 1.708
H 6.768 1.211 0.686
H 7.910 -0.934 0.427
O 6.747 -3.221 -0.224
H 7.691 -3.117 -0.050
H 4.209 -2.832 -0.554
C 0.099 -0.913 -0.674
H 0.839 -1.689 -0.475
C -1.093 -1.039 0.271
H -1.563 -2.015 0.123
H -0.734 -0.981 1.309
H -0.239 -1.011 -1.713
H -0.153 1.737 0.829
H 0.223 2.359 -0.796
H -2.182 2.019 -0.483
H -4.021 1.240 -1.365
H -6.379 0.826 -1.164
H -8.324 -0.500 -1.343
H -9.421 -0.787 0.029
H -8.445 0.701 -0.025